Entry 1:
96
Properties=species:S:1:pos:R:3:lowdin_charge:R:1 method="wB97M-V/def2-TZVPD" e_tot_ev=-98983.2845 orbital_gap_ev=7.5 lumo_ev=-1.823 multiplicity=1 largest_force_ev_per_a=7.2 mol_weight_g_mol=895.52
C 11.08 -3.00 -2.81 -0.1295
C 10.53 -1.48 -2.82 -0.2528
C 10.65 -0.71 -4.24 -0.1912
C 10.95 0.89 -4.02 -0.1582
C 9.58 1.75 -3.76 -0.2452
O 8.88 1.21 -2.59 -0.3827
S 7.44 2.04 -2.28 1.0605
O 7.22 1.84 -0.78 -0.4065
O 6.10 1.28 -3.02 -0.2145
B 6.46 -0.05 -3.55 -0.6564
N 6.89 -0.09 -5.02 0.1218
O 6.42 -1.28 -2.79 0.0909
H 11.57 -3.35 -3.80 0.0708
H 11.84 -3.11 -1.94 0.0770
H 10.18 -3.69 -2.53 0.0754
H 11.04 -0.82 -2.02 0.1113
H 9.40 -1.52 -2.51 0.0901
H 11.42 -1.21 -4.93 0.1074
H 9.59 -0.76 -4.75 0.0944
H 11.71 1.02 -3.15 0.1184
H 11.49 1.34 -4.95 0.1193
H 9.91 2.82 -3.47 0.1263
H 8.93 1.80 -4.71 0.1244
H 6.00 -0.23 -5.55 0.0964
H 7.44 -0.96 -5.19 0.0651
H 7.23 -1.83 -2.95 0.1029
C 1.00 -1.03 -2.61 0.0662
C 0.29 -1.39 -1.54 -0.2273
C 0.81 -1.20 -0.15 -0.3215
O 0.12 -1.52 0.80 0.1052
C 2.15 -0.63 0.00 0.0746
C 2.87 -0.27 -1.07 -0.2047
C 2.34 -0.44 -2.45 -0.3051
O 3.01 -0.08 -3.40 0.1050
O 4.12 0.26 -0.93 0.0946
O -0.95 -1.95 -1.67 0.0742
H 0.64 -1.16 -3.61 0.1358
H 2.53 -0.51 1.01 0.1380
H 4.44 0.44 -1.84 0.0728
H -1.26 -2.12 -0.76 0.0871
C -5.06 -2.03 -1.57 0.0884
C -6.26 -1.74 -2.08 -0.2119
C -6.94 -0.45 -1.77 -0.3014
O -8.03 -0.21 -2.27 0.1169
C -6.27 0.48 -0.86 0.0862
C -5.07 0.19 -0.35 -0.2174
C -4.37 -1.09 -0.68 -0.2829
O -3.27 -1.32 -0.21 0.1083
O -4.43 1.05 0.50 0.0416
O -6.90 -2.62 -2.91 0.0946
H -4.55 -2.96 -1.79 0.1403
H -6.78 1.40 -0.63 0.1455
H -3.59 0.61 0.73 0.1422
H -7.75 -2.18 -3.14 0.1179
C 1.62 -7.10 -2.35 0.0782
C 1.70 -6.02 -1.57 -0.2123
C 2.35 -4.76 -2.05 -0.2949
O 2.39 -3.79 -1.32 0.1172
C 2.91 -4.76 -3.40 0.0836
C 2.83 -5.84 -4.18 -0.2164
C 2.16 -7.08 -3.71 -0.3115
O 2.09 -8.05 -4.45 0.1102
O 3.36 -5.85 -5.44 0.0898
O 1.20 -6.02 -0.29 0.0950
H 1.15 -8.01 -2.01 0.1380
H 3.39 -3.85 -3.73 0.1370
H 3.17 -6.74 -5.80 0.1166
H 1.38 -5.13 0.06 0.1169
C -7.43 -0.14 5.02 0.0788
C -7.33 0.94 5.79 -0.2115
C -6.68 2.19 5.31 -0.2920
O -6.62 3.16 6.04 0.0860
C -6.13 2.19 3.95 0.0884
C -6.23 1.11 3.17 -0.1700
C -6.90 -0.13 3.65 -0.3010
O -6.99 -1.10 2.91 0.1151
O -5.71 1.10 1.90 0.0254
O -7.83 0.94 7.07 0.0939
H -7.91 -1.05 5.36 0.1379
H -5.64 3.10 3.62 0.1391
H -5.91 0.21 1.55 0.1005
H -7.63 1.83 7.42 0.1172
C -7.94 5.83 6.99 0.0805
C -9.14 6.12 6.49 -0.2133
C -9.82 7.42 6.80 -0.3129
O -10.91 7.66 6.31 0.1064
C -9.13 8.35 7.70 0.0752
C -7.94 8.05 8.21 -0.2188
C -7.25 6.77 7.87 -0.3041
O -6.15 6.54 8.34 0.1133
O -7.29 8.91 9.05 0.0880
O -9.80 5.25 5.66 0.0871
H -7.44 4.89 6.77 0.0978
H -9.64 9.27 7.93 0.1364
H -6.45 8.47 9.28 0.1159
H -10.64 5.70 5.43 0.1147


Entry 2:
87
Properties=species:S:1:pos:R:3:mulliken_spin:R:1 method="wB97M-V/def2-TZVPD" e_tot_ev=-90586.1174 s2=0.7583 orbital_gap_ev="6.9 / 6.7" lumo_ev="-1.254 / -1.491" multiplicity=2 largest_force_ev_per_a=0.8 mol_weight_g_mol=944.02 e_above_lowest_kcal_mol=1.9
Re -0.08 -0.89 -1.31 0.8963
N -8.93 -5.92 0.31 -0.0002
C -7.98 -5.30 0.13 0.0001
C -6.79 -4.53 -0.10 -0.0006
C -6.89 -3.17 -0.38 -0.0002
C -5.74 -2.43 -0.60 -0.0011
C -4.49 -3.04 -0.53 -0.0013
C -4.40 -4.40 -0.25 -0.0019
C -5.54 -5.15 -0.04 0.0002
C -3.24 -2.26 -0.77 0.0181
C -3.00 -1.81 -2.04 0.0100
C -3.79 -2.02 -3.22 0.0401
C -3.13 -1.45 -4.26 -0.0077
C -1.94 -0.90 -3.73 0.0536
N -1.85 -1.10 -2.42 -0.0367
C -2.41 -2.08 0.36 0.0000
C -2.72 -2.42 1.68 -0.0012
C -1.64 -2.05 2.47 0.0017
C -0.70 -1.50 1.62 -0.0020
N -1.15 -1.49 0.34 -0.0422
H -7.86 -2.70 -0.42 0.0000
H -5.81 -1.37 -0.81 -0.0003
H -3.43 -4.87 -0.21 0.0004
H -5.48 -6.21 0.16 0.0000
H -4.73 -2.56 -3.25 0.0029
H -3.42 -1.43 -5.30 0.0003
H -1.14 -0.40 -4.26 0.0058
H -3.64 -2.88 2.00 -0.0001
H -1.54 -2.17 3.54 0.0001
H 0.28 -1.12 1.86 -0.0042
O 1.96 -3.91 -2.50 0.0028
S 0.84 -3.06 -2.77 0.0088
O 0.02 -3.40 -3.88 0.0030
O -0.03 -2.90 -1.47 0.0485
O 1.26 -1.58 -2.80 0.0149
C 6.44 -1.32 1.78 0.0000
C 5.45 -0.17 1.97 -0.0010
C 5.14 -0.03 3.46 -0.0002
C 6.09 1.12 1.45 -0.0001
C 4.15 -0.41 1.21 -0.0020
C 3.92 -1.52 0.41 -0.0003
C 2.72 -1.66 -0.28 -0.0075
N 1.75 -0.75 -0.20 0.0451
C 1.96 0.34 0.56 -0.0345
C 3.12 0.53 1.27 -0.0023
C 0.85 1.31 0.54 -0.0065
C 0.85 2.53 1.20 -0.0009
C -0.24 3.38 1.10 -0.0059
C -1.33 2.94 0.35 -0.0208
C -1.28 1.72 -0.28 -0.0370
N -0.20 0.93 -0.19 0.0540
C -0.26 4.76 1.74 0.0003
C -0.36 5.80 0.61 -0.0001
C -1.48 4.89 2.66 -0.0001
C 1.00 5.05 2.55 0.0001
H 7.36 -1.10 2.32 0.0000
H 6.70 -1.46 0.72 0.0000
H 6.05 -2.26 2.16 0.0000
H 6.06 0.15 4.02 0.0000
H 4.67 -0.94 3.85 0.0001
H 4.46 0.81 3.66 -0.0001
H 7.03 1.31 1.97 -0.0001
H 5.45 1.99 1.60 0.0000
H 6.30 1.05 0.38 0.0000
H 4.65 -2.30 0.29 0.0008
H 2.56 -2.52 -0.91 0.0145
H 3.24 1.42 1.87 -0.0003
H 1.72 2.82 1.76 -0.0010
H -2.22 3.55 0.24 0.0003
H -2.09 1.36 -0.89 0.0021
H -1.27 5.67 0.02 0.0000
H 0.49 5.71 -0.08 0.0000
H -0.37 6.81 1.03 0.0000
H -2.42 4.76 2.12 0.0000
H -1.49 5.88 3.12 0.0000
H -1.45 4.14 3.46 0.0000
H 1.90 5.02 1.93 0.0000
H 1.12 4.33 3.37 0.0000
H 0.93 6.04 2.99 0.0000
F 3.04 1.19 -4.59 0.0000
C 1.75 1.47 -4.60 0.0013
F 1.57 2.56 -5.33 0.0000
F 1.10 0.47 -5.18 -0.0001
S 1.14 1.78 -2.85 0.0008
O 2.27 1.53 -1.99 0.0013
O 0.57 3.09 -2.85 -0.0010
O 0.06 0.73 -2.71 -0.0071


Entry 3:
80
Properties=species:S:1:pos:R:3:lowdin_charge:R:1 method="wB97M-V/def2-TZVPD" e_tot_ev=-165683.4300 orbital_gap_ev=4.0 lumo_ev=3.918 multiplicity=1 largest_force_ev_per_a=0.7 mol_weight_g_mol=953.91 charge=-2 e_above_lowest_kcal_mol=2.1
Ir 0.43 1.09 -0.14 0.6589
C 2.90 2.71 -1.95 -0.0501
C 3.35 2.67 -0.52 -0.3283
C 4.63 3.16 -0.16 -0.0441
C 5.05 3.07 1.13 -0.0380
C 4.23 2.43 2.10 -0.1818
C 4.64 2.25 3.44 -0.0932
C 3.82 1.55 4.29 -0.1234
C 2.61 1.00 3.85 -0.1440
C 2.16 1.15 2.54 -0.6032
S 0.70 0.41 2.01 0.6067
C 2.98 1.93 1.65 -0.2249
N 2.55 2.13 0.37 0.0442
H 3.73 2.95 -2.61 0.0683
H 2.11 3.45 -2.11 0.0529
H 2.48 1.73 -2.21 0.0590
H 5.26 3.60 -0.92 0.0972
H 6.02 3.45 1.43 0.1036
H 5.59 2.65 3.76 0.0879
H 4.12 1.40 5.32 0.0895
H 2.00 0.42 4.54 0.0905
N -0.43 1.96 -2.05 -0.1012
C -0.94 3.33 -1.95 -0.2705
C -0.35 4.07 -0.75 -0.2708
N -0.46 3.23 0.43 -0.0870
H 0.18 1.76 -2.83 0.0480
H -1.18 1.27 -2.06 0.0185
H -2.02 3.29 -1.83 0.0147
H -0.72 3.90 -2.86 0.1090
H -0.87 5.04 -0.65 0.1034
H 0.71 4.28 -0.91 0.0803
H -1.42 2.96 0.62 0.0116
H -0.07 3.65 1.26 0.0793
C 0.34 -0.49 -1.06 -0.5511
Ge 0.17 -2.28 -0.24 0.7917
C -1.10 -3.28 -1.39 -0.2629
C -0.75 -4.37 -2.18 -0.1167
C -1.67 -4.98 -3.03 -0.1222
C -2.96 -4.50 -3.11 -0.1315
C -3.33 -3.40 -2.35 -0.1056
C -2.41 -2.80 -1.51 -0.1078
C -0.49 -2.64 1.60 -0.3085
C 0.23 -3.34 2.56 -0.1250
C -0.24 -3.50 3.85 -0.1177
C -1.47 -2.95 4.22 -0.1249
C -2.20 -2.24 3.28 -0.1018
C -1.72 -2.09 1.99 -0.1358
C 1.91 -3.24 -0.35 -0.2732
C 3.05 -2.49 -0.63 -0.1026
C 4.30 -3.08 -0.69 -0.1060
C 4.44 -4.44 -0.48 -0.1286
C 3.32 -5.21 -0.20 -0.1175
C 2.07 -4.61 -0.14 -0.1431
H 0.27 -4.75 -2.15 0.0782
H -1.36 -5.83 -3.63 0.0846
H -3.68 -4.97 -3.77 0.0831
H -4.34 -3.00 -2.42 0.0933
H -2.71 -1.91 -0.95 0.0857
H 1.20 -3.76 2.30 0.0827
H 0.35 -4.04 4.58 0.0852
H -1.84 -3.07 5.23 0.0834
H -3.15 -1.79 3.55 0.0953
H -2.28 -1.48 1.29 0.0839
H 2.94 -1.42 -0.79 0.0793
H 5.18 -2.47 -0.90 0.0899
H 5.42 -4.91 -0.53 0.0837
H 3.42 -6.28 -0.03 0.0865
H 1.20 -5.22 0.09 0.0992
C -4.26 3.38 -3.17 -0.4118
S -4.45 4.55 -1.80 0.7646
C -5.48 3.62 -0.74 -1.0419
C -5.11 2.47 -0.10 -1.1969
S -3.62 1.63 -0.15 0.5006
S -6.43 1.79 0.86 0.8708
C -7.67 2.94 0.53 -1.5527
S -9.19 2.89 1.19 0.3999
S -7.13 4.17 -0.53 0.8475
H -3.48 3.77 -3.83 0.0252
H -5.19 3.28 -3.73 0.0312
H -3.94 2.42 -2.77 -0.0026


Entry 4:
76
Properties=species:S:1:pos:R:3:mulliken_spin:R:1 method="wB97M-V/def2-TZVPD" e_tot_ev=-50290.7196 s2=0.7717 orbital_gap_ev="6.2 / 6.5" lumo_ev="-4.910 / -4.624" multiplicity=2 largest_force_ev_per_a=5.0 mol_weight_g_mol=736.89 charge=+1 e_above_lowest_kcal_mol=89.6
Ir -0.37 0.76 -0.65 0.7025
O -1.39 -1.15 -0.43 -0.0107
C -2.23 -1.51 0.56 0.0151
C -2.50 -0.34 1.57 0.0116
C -1.32 0.00 2.41 0.0125
C -1.41 -0.14 3.79 -0.0022
C -0.35 0.26 4.58 0.0000
C 0.80 0.71 3.95 -0.0033
C 0.86 0.74 2.56 -0.0085
C 2.22 0.99 1.97 0.0121
C 2.29 1.45 0.48 -0.0481
O 1.74 0.48 -0.30 0.2279
C 1.59 2.78 0.25 0.0024
C 1.26 3.66 1.27 -0.0027
C 0.75 4.92 0.98 0.0047
C 0.58 5.31 -0.34 -0.0013
C 0.90 4.44 -1.37 0.0044
C 1.40 3.18 -1.08 0.0126
C 3.80 1.58 0.18 0.0073
C 4.54 0.43 -0.05 0.0132
C 5.89 0.52 -0.33 -0.0011
C 6.51 1.76 -0.37 0.0007
C 5.78 2.90 -0.12 0.0007
C 4.43 2.82 0.16 0.0012
N -0.20 0.43 1.81 0.0019
C -1.66 -2.69 1.35 -0.0162
C -2.48 -3.49 2.15 -0.0006
C -1.92 -4.51 2.89 -0.0005
C -0.56 -4.76 2.83 0.0001
C 0.25 -3.97 2.04 -0.0011
C -0.30 -2.94 1.30 0.0005
C -3.57 -1.93 -0.10 0.0155
C -4.70 -1.13 -0.08 0.0002
C -5.86 -1.53 -0.73 -0.0015
C -5.90 -2.73 -1.41 0.0022
C -4.77 -3.53 -1.44 -0.0015
C -3.61 -3.13 -0.80 0.0067
H -3.34 -0.62 2.21 -0.0001
H -2.76 0.53 0.97 -0.0250
H -2.31 -0.53 4.23 0.0000
H -0.41 0.23 5.65 0.0000
H 1.66 1.01 4.52 0.0001
H 2.76 0.03 2.01 -0.0009
H 2.77 1.70 2.58 0.0004
H 1.39 3.39 2.31 0.0002
H 0.51 5.59 1.78 0.0001
H 0.22 6.30 -0.56 -0.0001
H 0.77 4.74 -2.39 0.0002
H 1.72 2.53 -1.88 0.0015
H 4.05 -0.53 -0.02 0.0032
H 6.46 -0.38 -0.50 0.0001
H 7.57 1.82 -0.59 0.0001
H 6.26 3.87 -0.14 0.0001
H 3.86 3.72 0.36 0.0011
H -3.54 -3.31 2.18 0.0002
H -2.56 -5.12 3.51 0.0000
H -0.14 -5.57 3.40 0.0000
H 1.32 -4.15 2.00 0.0000
H 0.32 -2.31 0.68 -0.0037
H -4.71 -0.18 0.44 -0.0012
H -6.72 -0.89 -0.69 0.0001
H -6.80 -3.03 -1.91 0.0002
H -4.79 -4.47 -1.98 0.0000
H -2.74 -3.76 -0.83 0.0003
C -1.86 2.44 -0.41 0.0509
H -2.08 2.72 0.62 -0.0036
H -2.78 2.09 -0.89 0.0270
H -1.48 3.30 -0.94 0.0008
N 1.64 -1.37 -2.46 0.0015
C 0.91 -0.63 -3.30 -0.0027
N 1.05 -0.86 -4.63 -0.0006
O 0.13 0.26 -2.92 -0.0033
H 2.35 -2.01 -2.80 -0.0001
H 1.67 -1.07 -1.50 -0.0041
H 1.61 -1.61 -4.98 0.0000
H 0.44 -0.37 -5.26 0.0001


Entry 5:
91
Properties=species:S:1:pos:R:3:mulliken_spin:R:1 method="wB97M-V/def2-TZVPD" e_tot_ev=-78290.8929 s2=6.0670 orbital_gap_ev="6.0 / 4.8" lumo_ev="-3.629 / -5.721" multiplicity=5 largest_force_ev_per_a=2.9 mol_weight_g_mol=879.13 charge=+1 e_above_lowest_kcal_mol=0.0
Pd 1.62 -0.54 0.35 1.4496
C -5.75 3.01 -0.04 -0.0003
O -4.52 2.58 0.50 0.0000
C -3.84 3.43 1.32 0.0005
C -4.31 4.66 1.78 0.0005
C -3.52 5.43 2.62 0.0007
C -2.28 4.98 3.03 -0.0031
C -1.80 3.77 2.58 -0.0072
C -2.57 2.99 1.72 0.0152
N -2.13 1.73 1.29 0.0100
C -0.88 1.40 0.87 -0.0899
N -0.08 2.45 0.59 0.2435
C 1.29 2.55 0.39 0.1453
C 2.18 1.48 0.40 0.4254
C 3.54 1.77 0.31 -0.0915
C 4.00 3.07 0.20 0.1763
C 3.11 4.13 0.13 -0.0472
C 1.75 3.89 0.20 0.2369
O 0.78 4.84 0.13 0.0526
C 1.18 6.18 -0.07 -0.0052
N -0.46 0.16 0.80 0.2332
C -1.32 -0.93 0.93 -0.0179
C -1.04 -1.93 1.87 0.0052
C -1.89 -3.01 2.01 -0.0186
C -3.01 -3.13 1.20 0.0341
C -3.29 -2.17 0.23 -0.0174
C -2.46 -1.06 0.10 0.0136
O -2.64 -0.05 -0.80 0.0010
C -3.81 0.00 -1.58 0.0067
H -6.05 2.23 -0.74 0.0000
H -5.64 3.95 -0.59 0.0001
H -6.51 3.12 0.73 0.0000
H -5.28 5.02 1.49 0.0002
H -3.90 6.38 2.97 0.0000
H -1.68 5.57 3.71 -0.0002
H -0.85 3.39 2.92 0.0001
H -2.86 1.04 1.17 0.0000
H -0.54 3.36 0.57 -0.0423
H 4.28 0.98 0.32 0.0376
H 5.06 3.25 0.14 0.0005
H 3.50 5.13 0.02 0.0009
H 1.65 6.59 0.83 0.0031
H 0.27 6.74 -0.29 -0.0003
H 1.86 6.27 -0.92 0.0033
H -0.15 -1.83 2.47 -0.0080
H -1.67 -3.77 2.74 0.0006
H -3.66 -3.98 1.30 0.0051
H -4.14 -2.29 -0.41 0.0052
H -3.75 0.93 -2.14 0.0000
H -4.71 0.00 -0.95 0.0009
H -3.87 -0.84 -2.29 -0.0040
O -3.92 -4.23 -4.38 -0.0067
N -3.50 -3.11 -4.23 0.0010
O -3.97 -2.11 -4.73 -0.0029
C -2.35 -2.94 -3.37 0.0000
C -2.03 -3.96 -2.49 0.1655
C -0.95 -3.77 -1.62 -0.0471
C -0.12 -2.63 -1.74 0.0064
O 1.03 -2.55 -1.07 0.0293
C -0.52 -1.57 -2.59 -0.0164
C -1.65 -1.74 -3.40 0.1474
N 0.15 -0.35 -2.59 0.0035
O 1.26 -0.22 -1.96 0.0006
O -0.34 0.61 -3.18 0.0407
N -0.69 -4.65 -0.61 0.2723
O -1.22 -5.75 -0.45 0.4512
O 0.11 -4.16 0.41 0.0198
H -2.62 -4.86 -2.44 0.0001
H -1.96 -0.94 -4.05 -0.0030
C 2.27 -4.63 -0.57 0.0020
C 1.37 -3.54 0.03 0.0129
O 1.82 -2.84 0.99 0.0373
H 2.35 -5.43 0.16 0.0000
H 3.25 -4.21 -0.77 0.0007
H 1.83 -5.02 -1.49 -0.0035
C 5.56 -1.94 3.10 0.0015
N 5.28 -1.83 1.69 0.0032
C 6.14 -2.24 0.74 0.0010
C 5.86 -2.15 -0.59 0.0038
C 4.59 -1.62 -0.96 0.0240
N 3.77 -1.21 0.00 0.0665
C 4.06 -1.29 1.32 -0.0332
O 3.27 -0.83 2.15 0.0669
N 4.17 -1.47 -2.21 -0.0030
H 6.63 -2.03 3.27 0.0002
H 5.05 -2.81 3.51 0.0002
H 5.17 -1.06 3.61 -0.0005
H 7.09 -2.63 1.09 0.0003
H 6.57 -2.46 -1.33 0.0004
H 4.73 -1.71 -3.00 -0.0002
H 3.26 -1.03 -2.33 0.0024


What did the fourth record say?
76
Properties=species:S:1:pos:R:3:mulliken_spin:R:1 method="wB97M-V/def2-TZVPD" e_tot_ev=-50290.7196 s2=0.7717 orbital_gap_ev="6.2 / 6.5" lumo_ev="-4.910 / -4.624" multiplicity=2 largest_force_ev_per_a=5.0 mol_weight_g_mol=736.89 charge=+1 e_above_lowest_kcal_mol=89.6
Ir -0.37 0.76 -0.65 0.7025
O -1.39 -1.15 -0.43 -0.0107
C -2.23 -1.51 0.56 0.0151
C -2.50 -0.34 1.57 0.0116
C -1.32 0.00 2.41 0.0125
C -1.41 -0.14 3.79 -0.0022
C -0.35 0.26 4.58 0.0000
C 0.80 0.71 3.95 -0.0033
C 0.86 0.74 2.56 -0.0085
C 2.22 0.99 1.97 0.0121
C 2.29 1.45 0.48 -0.0481
O 1.74 0.48 -0.30 0.2279
C 1.59 2.78 0.25 0.0024
C 1.26 3.66 1.27 -0.0027
C 0.75 4.92 0.98 0.0047
C 0.58 5.31 -0.34 -0.0013
C 0.90 4.44 -1.37 0.0044
C 1.40 3.18 -1.08 0.0126
C 3.80 1.58 0.18 0.0073
C 4.54 0.43 -0.05 0.0132
C 5.89 0.52 -0.33 -0.0011
C 6.51 1.76 -0.37 0.0007
C 5.78 2.90 -0.12 0.0007
C 4.43 2.82 0.16 0.0012
N -0.20 0.43 1.81 0.0019
C -1.66 -2.69 1.35 -0.0162
C -2.48 -3.49 2.15 -0.0006
C -1.92 -4.51 2.89 -0.0005
C -0.56 -4.76 2.83 0.0001
C 0.25 -3.97 2.04 -0.0011
C -0.30 -2.94 1.30 0.0005
C -3.57 -1.93 -0.10 0.0155
C -4.70 -1.13 -0.08 0.0002
C -5.86 -1.53 -0.73 -0.0015
C -5.90 -2.73 -1.41 0.0022
C -4.77 -3.53 -1.44 -0.0015
C -3.61 -3.13 -0.80 0.0067
H -3.34 -0.62 2.21 -0.0001
H -2.76 0.53 0.97 -0.0250
H -2.31 -0.53 4.23 0.0000
H -0.41 0.23 5.65 0.0000
H 1.66 1.01 4.52 0.0001
H 2.76 0.03 2.01 -0.0009
H 2.77 1.70 2.58 0.0004
H 1.39 3.39 2.31 0.0002
H 0.51 5.59 1.78 0.0001
H 0.22 6.30 -0.56 -0.0001
H 0.77 4.74 -2.39 0.0002
H 1.72 2.53 -1.88 0.0015
H 4.05 -0.53 -0.02 0.0032
H 6.46 -0.38 -0.50 0.0001
H 7.57 1.82 -0.59 0.0001
H 6.26 3.87 -0.14 0.0001
H 3.86 3.72 0.36 0.0011
H -3.54 -3.31 2.18 0.0002
H -2.56 -5.12 3.51 0.0000
H -0.14 -5.57 3.40 0.0000
H 1.32 -4.15 2.00 0.0000
H 0.32 -2.31 0.68 -0.0037
H -4.71 -0.18 0.44 -0.0012
H -6.72 -0.89 -0.69 0.0001
H -6.80 -3.03 -1.91 0.0002
H -4.79 -4.47 -1.98 0.0000
H -2.74 -3.76 -0.83 0.0003
C -1.86 2.44 -0.41 0.0509
H -2.08 2.72 0.62 -0.0036
H -2.78 2.09 -0.89 0.0270
H -1.48 3.30 -0.94 0.0008
N 1.64 -1.37 -2.46 0.0015
C 0.91 -0.63 -3.30 -0.0027
N 1.05 -0.86 -4.63 -0.0006
O 0.13 0.26 -2.92 -0.0033
H 2.35 -2.01 -2.80 -0.0001
H 1.67 -1.07 -1.50 -0.0041
H 1.61 -1.61 -4.98 0.0000
H 0.44 -0.37 -5.26 0.0001